[1]
Below is C10H20N2O3S2 as an isolated structure in a non-equilibrium geometry, with properties calculated with ωB97M-V/def2-TZVPD.

Values from the calculation:
E_HOMO (eV): -8.625
Kohn-Sham gap (eV): 8.68

Last column: natural (NBO) charge in e.
Atoms and positions in Å:
C 1.8324 -1.1526 0.2597  -0.147
C 0.3423 -0.4850 0.2150  0.707
C 2.9254 -0.3548 0.9728  -0.442
C 4.2360 -1.0084 0.8117  -0.482
C 6.0494 1.4613 -0.0014  -0.746
C -1.4209 0.6844 -0.9720  -0.144
C -1.7027 1.9150 0.0656  0.771
C -2.4070 -0.4625 -0.5352  -0.469
C -3.7706 0.0266 -1.0566  -0.499
C -5.1985 -1.0337 1.4336  -0.728
H 1.4905 -2.2050 -1.4300  0.352
H 2.1027 -0.5236 -1.8852  0.286
H 2.1434 -2.0800 0.7815  0.234
H 2.7445 -0.0545 2.0574  0.243
H 2.9191 0.5960 0.4149  0.213
H 4.8002 -0.8348 1.7637  0.223
H 4.2237 -1.9871 0.6202  0.222
H 5.2036 2.3440 -0.0911  0.228
H 6.6296 1.4025 0.8596  0.214
H 6.9795 1.7323 -0.5794  0.246
H 0.5508 -0.1137 -1.6727  0.400
H -1.5579 1.1554 -1.9069  0.250
H -2.5104 -0.7843 0.5409  0.260
H -2.2930 -1.4020 -1.2741  0.216
H -3.7908 0.0703 -2.2405  0.233
H -3.8092 1.0329 -0.5383  0.234
H -6.0466 -1.7636 1.4945  0.246
H -5.1689 -0.1595 1.9344  0.212
H -4.2906 -1.6471 1.6974  0.207
H -0.8537 0.8258 1.4445  0.473
N 2.3680 -1.6220 -1.1502  -0.755
N 0.0424 0.2090 -0.8549  -0.588
O -0.2586 -0.2790 1.2749  -0.641
O -2.4977 2.8820 -0.3854  -0.609
O -1.2377 1.7347 1.3799  -0.680
S 5.4104 -0.2728 -0.4653  0.126
S -5.3917 -0.8495 -0.3640  0.134

[2]
Below is one molecule with the formula C10H20N2O4 in a non-equilibrium geometry, with properties calculated with ωB97M-V/def2-TZVPD.

Values from the calculation:
E_HOMO (eV): -9.100
Kohn-Sham gap (eV): 9.72

Last column: natural (NBO) charge in e.
Atoms and positions in Å:
C 2.9293 -1.7760 -2.6657  -0.627
C 2.2513 -0.7569 -1.8968  -0.393
C 0.6661 -0.7672 -2.0787  -0.217
C 0.0796 -0.7964 -3.5368  -0.636
C 0.0142 0.2915 -1.2742  -0.104
N 0.2408 0.0074 0.1310  -0.678
C 0.4655 1.0742 1.0403  0.693
O 0.5810 2.1672 0.6838  -0.572
C 0.1992 0.7230 2.5937  -0.141
N 0.6466 1.5488 3.5805  -0.851
C -1.3472 0.7679 2.7240  0.075
C -2.1295 -0.3302 3.3268  -0.662
O -1.6692 2.0949 3.2016  -0.705
C -1.6809 0.1622 -1.4544  0.794
O -2.3265 -0.7306 -1.9212  -0.590
O -2.3305 1.2968 -0.8574  -0.717
H 3.3158 -1.4424 -3.5927  0.213
H 2.1414 -2.4619 -2.9803  0.206
H 3.7733 -2.3369 -2.2541  0.219
H 2.4100 -0.7398 -0.8368  0.221
H 2.5700 0.2913 -2.2866  0.191
H 0.3253 -1.7619 -1.5917  0.187
H 0.3506 -1.7007 -4.1112  0.216
H -1.0301 -0.6903 -3.5724  0.243
H 0.5098 -0.0774 -4.1593  0.202
H 0.2469 1.3312 -1.6208  0.261
H -0.1217 -0.8914 0.4299  0.399
H 0.4324 -0.3526 2.6066  0.186
H 1.6007 1.4999 3.8746  0.380
H 0.3354 2.4803 3.4249  0.400
H -1.7402 0.8006 1.6657  0.188
H -1.3702 -1.0583 3.5052  0.210
H -2.8761 -0.1891 4.1006  0.240
H -2.8518 -0.7266 2.5828  0.219
H -1.3344 1.9133 4.0961  0.463
H -3.2771 1.1359 -0.8768  0.487

[3]
Below is one molecule with the formula C10H20N2O4, with properties calculated with ωB97M-V/def2-TZVPD.

Values from the calculation:
E_HOMO (eV): -9.591
Kohn-Sham gap (eV): 10.42

Last column: natural (NBO) charge in e.
Atoms and positions in Å:
C 6.4008 -0.3530 -0.9375  -0.598
C 5.3798 -0.7114 0.1353  -0.393
C 4.1051 0.1174 -0.0002  -0.400
C 3.0775 -0.2501 1.0718  -0.216
N 1.8568 0.5111 0.9439  -0.623
C 0.7426 0.0000 0.3807  0.889
O 0.5797 -1.1541 0.0690  -0.664
O -0.1920 0.9725 0.2356  -0.528
C -1.4456 0.5616 -0.3124  0.091
C -2.1131 1.7853 -0.9173  -0.622
C -2.3078 -0.0799 0.7929  -0.245
N -3.4518 -0.7664 0.2544  -0.629
C -4.7020 -0.2578 0.2987  0.887
O -5.0280 0.7547 0.8646  -0.656
O -5.5486 -1.0708 -0.3833  -0.528
C -6.9213 -0.7067 -0.3811  -0.265
H 5.9902 -0.5319 -1.9286  0.203
H 6.6787 0.6963 -0.8665  0.200
H 7.2997 -0.9542 -0.8251  0.209
H 5.1277 -1.7707 0.0582  0.198
H 5.8155 -0.5446 1.1230  0.194
H 4.3501 1.1795 0.0812  0.190
H 3.6628 -0.0513 -0.9841  0.204
H 3.4963 -0.0816 2.0687  0.190
H 2.7984 -1.3016 0.9769  0.229
H 1.8918 1.5098 1.0728  0.401
H -1.2479 -0.1981 -1.0820  0.193
H -1.5114 2.1844 -1.7295  0.216
H -3.0941 1.5160 -1.2965  0.222
H -2.2304 2.5513 -0.1557  0.216
H -2.6772 0.6935 1.4698  0.229
H -1.6904 -0.7912 1.3493  0.214
H -3.2999 -1.5968 -0.2956  0.408
H -7.4838 -1.4505 0.1854  0.183
H -7.0405 0.2768 0.0774  0.217
H -7.2676 -0.6874 -1.4143  0.185